1.
Below is C6H5F4N in the gas phase at a distorted geometry, with properties calculated with ωB97M-V/def2-TZVPD.

Summary:
- HOMO (spin up / spin down): -8.34 / -10.67 eV
- LUMO energy (spin up / spin down): 0.830 / -1.488 eV
- Multiplicity: 3
- Kohn-Sham gap (spin up / spin down): 9.17 / 9.19 eV

Structure (XYZ):
```
16
Properties=species:S:1:pos:R:3:mulliken_charge:R:1
C 0.785 -0.785 1.182 0.396
C -0.409 -1.667 -0.547 0.309
C 2.210 -1.059 1.561 -0.296
C 0.468 0.378 0.181 -0.674
C -0.122 -0.289 -1.017 -0.338
C -1.143 -2.746 -1.397 0.761
N 0.063 -1.962 0.568 -0.641
F 2.781 0.107 1.866 -0.179
F -1.223 -3.965 -0.930 -0.231
F -2.453 -2.311 -1.558 -0.281
F -0.642 -2.853 -2.680 -0.271
H 0.372 -0.413 2.178 0.252
H -0.247 0.937 0.702 0.333
H 1.449 0.961 0.075 0.273
H 0.408 -0.206 -1.979 0.390
H -1.168 0.128 -1.067 0.197
```

***

2.
Below is a 2-piece molecular cluster, CH6NO overall at a distorted geometry, with properties calculated with ωB97M-V/def2-TZVPD.

Summary:
- Net charge: +1
- ΔE to the lowest compared entry with this formula, charge and spin: 17.8 kcal/mol
- HOMO: -16.23 eV
- LUMO energy: -5.452 eV
- Kohn-Sham gap: 10.78 eV

Structure (XYZ):
```
9
Properties=species:S:1:pos:R:3:mulliken_charge:R:1
C 0.151 0.535 -1.058 -0.064
N 0.644 -0.573 -0.678 -0.129
H 0.823 1.361 -0.822 0.269
H -0.834 0.711 -1.457 0.320
H 0.264 -1.490 -0.894 0.285
H 1.602 -0.586 -0.347 0.278
H -0.845 -0.637 1.982 0.331
H -0.481 0.731 2.034 0.327
O -0.728 0.086 1.365 -0.616
```

***

3.
Below is C3H4IrO4 as an isolated structure at a distorted geometry, with properties calculated with ωB97M-V/def2-TZVPD.

Summary:
- ΔE to the lowest compared entry with this formula, charge and spin: 0.0 kcal/mol
- HOMO (spin up / spin down): -8.54 / -10.09 eV
- LUMO energy (spin up / spin down): 0.435 / -2.968 eV
- Multiplicity: 6
- Kohn-Sham gap (spin up / spin down): 8.97 / 7.12 eV

Structure (XYZ):
```
12
Properties=species:S:1:pos:R:3:mulliken_charge:R:1
O -1.674 -1.687 0.141 -0.596
O 0.112 -0.689 -1.082 -0.440
C 1.125 0.215 -0.745 -0.270
C 0.933 0.492 0.763 -0.339
O -0.111 -0.373 1.152 -0.422
C -0.984 -0.560 0.033 0.929
H 2.110 -0.232 -0.957 0.275
H 1.025 1.160 -1.311 0.229
H 0.643 1.542 0.935 0.236
H 1.829 0.256 1.353 0.276
O -1.769 0.512 -0.167 -0.606
Ir -3.239 -0.636 -0.115 0.726
```